(1)
C22H34N7O3SZr as an isolated structure. Source: OMol25; level of theory: the ωB97M-V functional and the def2-TZVPD basis.

```
! wB97M-V def2-TZVPD RIJCOSX def2/J DEFGRID3
* xyz 3 1
Zr 0.34080 -0.40388 -0.14324
S -1.82918 -0.45300 -1.82658
O -0.60920 -1.93927 0.93824
O -1.11178 0.79429 0.95262
O 0.76967 -0.63540 1.95709
N -0.80683 -3.28578 -1.74526
N 1.99870 -2.12471 -0.19118
N 2.39236 0.65349 0.28483
N 0.22232 1.80379 -1.04762
N -4.00489 -1.81147 -2.34163
N 1.39371 -0.38541 -2.16364
N -2.19089 -3.10022 -1.83733
C 2.77749 -0.25530 -4.57212
C -1.56667 3.96091 3.62103
C 2.24399 -1.36460 -2.52770
C 2.41137 -2.50512 -1.56070
C -0.49914 -2.14894 3.34771
C 2.95041 -1.33185 -3.71480
C 1.23726 2.66291 -0.38387
C -2.15956 0.84190 1.65783
C 2.58074 1.95631 -0.38365
C -3.49075 1.95205 3.44140
C -2.72609 -1.88465 -2.01203
C -3.66146 2.99240 4.33117
C -1.38360 2.91496 2.74616
C 3.56513 -0.24490 0.18030
C 1.92043 0.76640 -4.19290
C -0.10209 -1.55569 2.04663
C -2.34961 1.89840 2.62193
C -3.23169 -0.18185 1.45909
C 3.16810 -1.64906 0.60880
C -2.71339 4.00654 4.41188
C 1.26098 0.68043 -2.98095
C 0.35736 1.79099 -2.52065
H -0.62669 1.63103 -2.96545
H 3.63662 -2.12910 -3.96754
H -0.49067 2.86466 2.14051
H 1.81396 -3.34870 -1.90847
H -4.57375 -2.62501 -2.52674
H 0.72536 2.74646 -2.90195
H 3.91089 -0.24725 -0.85428
H -4.43162 -0.90884 -2.47767
H -0.68933 2.19629 -0.83098
H -2.88590 -0.97264 0.80357
H 2.25038 0.83572 1.27975
H 2.92176 1.78671 -1.40532
H -4.24882 1.18248 3.39194
H 0.10779 -3.03758 3.54043
H -1.54206 -2.45708 3.32444
H -0.31651 -1.44155 4.15387
H 3.45084 -2.84121 -1.57367
H 1.65626 -2.96152 0.26949
H -0.64438 -3.97372 -1.01852
H -2.76786 -3.91843 -1.98445
H 4.02115 -2.32055 0.48931
H -0.48939 -3.67440 -2.62997
H 4.39134 0.10122 0.80404
H 0.92126 2.82489 0.64733
H 3.31763 -0.20294 -5.50799
H 2.89190 -1.64740 1.66075
H -3.55371 -0.61215 2.40670
H 1.77430 1.62900 -4.82897
H -2.86831 4.83329 5.09215
H -0.82865 4.74730 3.69892
H 3.33392 2.56815 0.11651
H -4.10268 0.30001 1.00911
H 1.31851 3.63654 -0.87154
H -4.53754 3.02166 4.96384
*
```

Values from the calculation:
Highest occupied orbital energy = -0.623 Eh
Energy = -52037.41048 eV

Löwdin population analysis, charges in e, atoms 1 to 2: Zr 1.777; S 0.752

=====

(2)
A 2-piece molecular cluster, C11H16N3S overall. Source: OMol25; level of theory: the ωB97M-V functional and the def2-TZVPD basis.

```
! wB97M-V def2-TZVPD RIJCOSX def2/J DEFGRID3
* xyz 1 1
S 0.12872 2.51202 -1.57644
N -0.18898 -0.36732 -0.26696
N 2.04662 1.70811 0.32362
N 2.40200 0.51669 0.91856
C 0.97835 1.84944 -0.42039
C -1.81589 0.53524 1.34669
C -3.05285 0.98406 1.57994
C -1.50115 0.27328 -0.04414
C 1.34379 -2.09700 -0.86916
C -3.61667 0.97518 -0.80763
C -1.14099 -2.62825 -0.32597
C -0.04788 -1.59291 -0.60773
C -2.29582 0.54154 -1.10440
C 2.80674 2.95278 0.72520
C -4.00264 1.19352 0.51129
H -0.69085 -3.57116 -0.08605
H 2.68716 3.11442 1.88517
H -1.86361 -2.25827 0.51209
H 1.97966 -1.32553 -1.29119
H 3.88789 2.87132 0.62430
H -0.97124 0.41681 1.97921
H 1.65817 -0.19300 0.74178
H 2.45095 3.92519 0.17462
H -2.12250 0.26802 -2.12156
H -3.33367 1.34127 2.56073
H -5.01298 1.60902 0.84481
H 1.55175 -2.35666 0.11503
H 1.30115 -3.03895 -1.44404
H -4.41361 1.16746 -1.54434
H -1.84918 -2.50807 -1.14654
H 2.84960 0.73818 1.81088
*
```

Values from the calculation:
Highest occupied orbital energy = -0.437 Eh
Energy = -26961.48428 eV

Löwdin population analysis, charges in e, atoms 1 to 2: S 0.931; N 0.060

=====

(3)
A 8-piece molecular cluster, C36H88N8O4 overall. Source: OMol25; level of theory: the ωB97M-V functional and the def2-TZVPD basis.

```
! wB97M-V def2-TZVPD RIJCOSX def2/J DEFGRID3
* xyz 0 1
O 6.70133 -1.23652 1.18275
O -0.25908 0.80006 0.05650
O 7.86720 7.21809 -0.41278
O -9.84551 3.62412 2.74149
N -3.95654 -3.87948 11.20779
N 7.58613 7.14288 -2.66122
N 1.28261 -0.63898 0.75996
N -6.80807 -2.55243 -0.96068
N 8.99086 -5.38734 -6.87561
N 8.27428 -1.02168 2.84509
N -3.05412 7.67320 -5.35713
N -8.48249 1.65758 2.66223
C 10.05600 -4.32074 -4.80223
C 1.07140 -0.28618 -1.57927
C 6.25278 6.56664 -2.55175
C 9.59475 8.16251 -1.83410
C -2.07885 7.03764 -6.14642
C 11.12735 -6.78076 -7.36068
C -3.37542 9.20085 -3.46175
C -7.48481 -1.98526 -2.04230
C -5.34266 -2.71034 -1.18154
C 8.75010 -0.15631 0.54681
C -10.85010 1.49159 2.36271
C -7.15677 2.14470 2.88325
C 7.56469 -3.33812 -7.01774
C -3.26241 -3.60368 8.75917
C 7.58484 -1.66615 4.00209
C -5.10707 7.19299 -6.68463
C -4.35613 6.96525 -5.41286
C -4.68485 -4.83145 12.05296
C 9.59325 -6.47097 -7.66227
C -4.82849 -3.92026 -1.99466
C 7.81356 -0.82282 1.58159
C 8.27546 7.41190 -1.58661
C -7.07516 -3.96502 0.96862
C -2.66647 7.91095 -3.96353
C -7.15403 -0.46775 -2.06469
C 1.07688 -0.48716 2.17941
C -3.32125 -1.63510 12.05014
C -1.62586 5.66240 -5.72163
C 7.81018 -4.77958 -7.49476
C 0.61195 -0.01142 -0.17614
C -9.64262 2.41105 2.67299
C -2.81861 -3.11320 11.85092
C -7.49790 -3.75757 -0.51951
C -3.72052 -4.58457 9.92246
C -5.43753 -4.09713 13.21346
C 9.04831 -5.48176 -5.42426
H -11.66870 2.20993 2.31823
H 8.93327 0.91751 0.58485
H 1.42745 0.50994 2.44586
H 6.31351 5.55082 -2.94229
H -1.02918 5.17845 -6.49484
H -5.01027 7.52360 -4.74320
H -4.24167 5.88852 -5.28782
H 9.12379 -7.41634 -7.39027
H -3.25897 9.39225 -2.39502
H -3.04832 10.02707 -4.09298
H -4.59885 6.75946 -7.54595
H -6.56062 -0.15072 -2.92229
H 9.63848 8.66744 -2.79910
H 2.17506 -1.05740 0.53959
H 6.93403 -2.49178 3.71422
H 8.15479 7.32233 -3.47640
H 9.69306 8.82729 -0.97590
H -6.51460 1.73497 2.10362
H -2.47643 -3.62248 12.75184
H -4.89087 -4.20587 14.15018
H -4.89037 -2.79375 -0.19332
H -6.66691 -0.12412 -1.15215
H 8.35485 -0.36249 -0.44786
H -7.23237 3.23198 2.89806
H 11.76559 -5.93287 -7.60935
H -6.85030 1.71293 3.83602
H -7.75887 -4.59342 1.53937
H 1.31672 0.71901 -1.92210
H 9.54119 -6.23905 -8.72604
H 7.85408 -4.81843 -8.58318
H 10.39923 7.42711 -1.84385
H -3.78597 -3.69057 -2.21489
H -2.24006 -3.25889 8.91417
H 1.67660 -1.18826 2.75985
H -5.36966 -4.16035 -2.90986
H -3.21341 -4.26515 7.89421
H -2.46448 4.99717 -5.51603
H 10.15011 -4.46327 -3.72569
H -7.11219 -3.05261 1.56381
H -4.83968 -1.79899 -1.50490
H 8.50831 -2.79336 -6.98732
H -8.56826 -2.05296 -1.94405
H -8.03456 0.16237 -2.19002
H -5.11885 8.26734 -6.86832
H 8.07225 -5.38909 -4.94800
H 5.53734 7.18297 -3.09617
H -1.17795 7.65119 -6.15082
H -5.50753 -5.19593 11.43776
H -3.04072 7.02966 -3.44260
H -4.91586 -4.76651 -1.31324
H 9.28271 -1.05981 2.88663
H -2.89394 -5.29120 9.99694
H 0.26958 -0.76458 -2.14169
H -6.17512 -4.87010 13.42929
H 9.35981 -6.50497 -5.21423
H -8.44475 0.65254 2.56967
H -3.25706 -1.47356 13.12619
H 8.26365 -2.23300 4.63927
H -4.59705 -5.09906 9.52866
H -6.12714 6.81062 -6.64789
H 11.47379 -7.67609 -7.87687
H -1.04030 5.80809 -4.81389
H 11.04265 -4.39010 -5.26028
H -4.37741 -1.50749 11.81280
H -8.57723 -3.65070 -0.62786
H -6.05782 -4.35582 0.98862
H 7.13145 -0.93931 4.67607
H -1.91587 -3.15317 11.24136
H 1.98656 -0.87114 -1.67095
H 9.71258 -0.60003 0.80145
H -11.01773 0.73235 3.12662
H -4.41662 9.03115 -3.73599
H -7.30081 -4.69866 -1.03293
H -3.96926 -2.79018 8.59581
H -2.73303 -0.85392 11.56863
H 11.22779 -7.00226 -6.29816
H -1.57921 7.95680 -3.90128
H -2.40137 6.89544 -7.17785
H 6.92515 -5.39509 -7.33357
H 6.83019 -2.88064 -7.68056
H 5.91136 6.43311 -1.52525
H 0.05400 -0.61203 2.53467
H 9.78683 -3.28365 -5.00242
H -4.13882 -5.69349 12.43612
H -7.17466 -2.47245 -2.96672
H -5.93692 -3.17332 12.92143
H 7.10326 -3.28250 -6.03180
H -10.75275 0.96662 1.41243
*
```

Values from the calculation:
Highest occupied orbital energy = -0.291 Eh
SMILES string = CCN(CC)CC.CCN(CC)CC.CCN(CC)CC.CCN(CC)CC.CNC(C)=O.CNC(C)=O.CNC(C)=O.CNC(C)=O
Energy = -58865.98145 eV

Löwdin population analysis, charges in e, atoms 1 to 2: O -0.004; O 0.048

=====

(4)
A single CH5O3P molecule. Source: OMol25; level of theory: the ωB97M-V functional and the def2-TZVPD basis.

```
! wB97M-V def2-TZVPD RIJCOSX def2/J DEFGRID3
* xyz 0 1
P 1.92452 -1.14442 0.39483
O -0.42182 -0.50367 0.06134
O 2.98659 -1.28352 -0.57639
O 0.82219 -0.73281 -0.59425
C -1.35590 0.23468 -0.80606
H 1.55411 -2.13452 1.16824
H -2.39557 -0.08900 -0.56958
H -1.01001 0.18731 -1.94075
H -1.28548 1.33776 -0.60445
H 1.96853 -0.23577 1.50857
*
```

Values from the calculation:
Highest occupied orbital energy = -0.386 Eh
SMILES string = COO[PH2]=O
Energy = -16545.82049 eV

Löwdin population analysis, charges in e, atoms 1 to 2: P 0.553; O -0.222

=====

(5)
An isolated ion of composition C3H8NO2 and charge -1. Source: OMol25; level of theory: the ωB97M-V functional and the def2-TZVPD basis.

```
! wB97M-V def2-TZVPD RIJCOSX def2/J DEFGRID3
* xyz -1 1
O -1.52411 0.42353 1.71297
O -0.68473 -0.05022 -2.19246
N 1.63800 -0.42218 0.03567
C 0.16748 -0.44607 0.12668
C -0.53199 0.46747 -0.81508
C -0.23203 0.06418 1.58387
H 0.00716 -0.84205 2.20309
H 0.00034 1.41220 -0.90284
H -1.62845 -0.26708 -2.28306
H 2.00255 -0.92962 -0.76475
H 0.51064 0.88725 1.74538
H -1.51213 0.64960 -0.38285
H -0.15128 -1.48183 0.02500
H 1.93855 0.53481 -0.09162
*
```

Values from the calculation:
Highest occupied orbital energy = -0.087 Eh
SMILES string = N[C@@H](C[O-])CO
Energy = -8824.99842 eV

Löwdin population analysis, charges in e, atoms 1 to 2: O -0.375; O -0.128

=====

(6)
A 2-piece molecular cluster, C23H21BCl2F3N2O4 overall. Source: OMol25; level of theory: the ωB97M-V functional and the def2-TZVPD basis.

```
! wB97M-V def2-TZVPD RIJCOSX def2/J DEFGRID3
* xyz -1 1
Cl 5.60172 -0.11646 3.64859
Cl 5.60896 3.04575 3.97626
F -2.11024 4.90511 -3.69165
F -2.19251 3.45987 -5.34075
F -3.93224 3.72718 -4.02584
O -1.39380 -1.07210 0.31182
O 0.42948 -1.34181 -1.21033
O 2.88678 -1.14497 3.01448
O 2.89238 4.18686 3.72689
N -0.51081 -0.55598 3.91571
N -0.56222 3.50843 3.55122
C -2.04382 2.57770 -3.13189
C -2.61467 -3.08446 -0.02584
C -0.39751 -2.47941 -1.32579
C 0.44461 2.90660 3.57554
C 1.94935 0.97127 0.15936
C 2.90856 0.03820 3.36777
C -2.19751 1.30489 -1.09974
C 1.66764 2.17298 3.58206
C 2.91241 2.95954 3.68100
C 4.17874 2.16366 3.71894
C 4.16914 0.80058 3.60924
C -1.23995 -2.45376 0.06015
C 1.64786 0.81080 3.46279
C -0.96509 0.72980 -1.38049
C -0.28305 1.06138 -2.54302
C -2.75094 2.23803 -1.98866
C 0.49726 -3.68398 -1.53194
C -1.32014 -2.30500 -2.53673
C -0.46366 -3.11093 1.20414
C 0.45857 0.06492 3.69698
C -2.56932 3.65977 -4.04241
C -0.82949 1.98320 -3.44170
C 0.76676 0.28310 0.75915
B -0.32777 -0.43795 -0.40796
H -2.06077 -1.50739 -2.37566
H -2.74656 1.06552 -0.18979
H -0.11611 -4.58863 -1.59661
H -3.71108 2.70421 -1.78148
H 1.63426 1.76752 -0.52814
H 0.60527 -2.85492 1.17827
H -0.70727 -2.04051 -3.40793
H -2.53373 -4.15248 -0.25953
H -0.30342 2.24157 -4.35541
H -3.10889 -2.97721 0.94473
H 1.22052 -3.77660 -0.71731
H -3.22230 -2.59007 -0.78871
H 0.68878 0.62707 -2.77860
H 2.56315 1.44789 0.93190
H 1.05039 -0.56157 1.40301
H -0.86767 -2.77688 2.16807
H 1.04059 -3.55241 -2.47371
H 0.07032 0.94805 1.29357
H -0.56611 -4.20115 1.13777
H -1.84562 -3.24348 -2.75345
H 2.60073 0.24864 -0.34833
*
```

Values from the calculation:
Highest occupied orbital energy = -0.168 Eh
Energy = -69238.04009 eV

Löwdin population analysis, charges in e, atoms 1 to 2: Cl 0.762; Cl 0.761

=====

(7)
C29H42N10O2PSSbTi as an isolated structure. Source: OMol25; level of theory: the ωB97M-V functional and the def2-TZVPD basis.

```
! wB97M-V def2-TZVPD RIJCOSX def2/J DEFGRID3
* xyz 3 2
Sb 0.36070 0.38158 4.72703
Ti 0.44701 0.33646 -1.43398
S -0.52751 0.41466 0.84469
P 2.49893 -2.23412 -2.59196
O -7.17357 -1.10649 -3.17953
O -4.38805 -0.76690 -1.72320
N -0.09793 -1.66771 -1.52254
N 2.39027 -0.24512 -0.63360
N 1.34796 0.24339 -3.40239
N 0.25119 -3.78821 -1.85581
N -1.24345 1.46146 -2.13337
N -6.03101 0.69169 -2.12181
N 4.25834 -1.35567 -0.62947
N 1.09775 2.14612 -0.34503
N 2.35310 -0.76492 -5.01217
N 0.75244 2.55683 1.90565
C 3.21364 -1.66216 -5.77817
C 0.19385 -1.81626 4.71485
C 1.41894 0.71380 6.57548
C -1.28712 2.79937 -2.10360
C 1.79158 0.35171 -5.54318
C -1.02899 -3.64767 -1.31459
C -3.69590 2.78185 -2.08637
C 4.29121 -0.51309 0.42275
C 1.47323 3.69474 1.81715
C 1.78161 2.22944 6.66820
C 0.80056 -2.56500 -1.97764
C 1.15863 1.01754 -4.53178
C 0.86041 -5.13013 -2.01028
C 0.48673 1.81306 0.81620
C -2.48963 3.48620 -2.09302
C -4.76846 0.35310 -1.98353
C 3.13613 0.20659 0.39494
C -7.09472 -0.35997 -2.00605
C 3.04995 -1.22584 -1.23275
C 2.03078 -0.84489 -3.73874
C -2.35313 1.86849 4.45350
C 2.07671 4.11972 0.65463
C -3.66177 1.36324 -2.11383
C -1.70791 0.78468 5.31544
C 5.33110 -2.29321 -0.97234
C -2.40084 0.77691 -2.14707
C -0.51108 -2.28630 3.41080
C 1.93639 3.24865 -0.43453
C -1.24821 -2.33697 -1.06039
H 0.08759 -2.00200 2.50959
H 1.54420 4.30656 2.75029
H -1.67355 0.95041 6.38662
H 5.67047 -2.76593 -0.05450
H 0.59739 1.95984 -4.54844
H -1.50358 -1.87251 3.29446
H -2.25877 -0.14729 5.20197
H -1.59550 -4.52318 -1.05760
H 2.27337 0.00434 6.64197
H 1.13836 -2.35351 4.81621
H -2.40570 -0.32318 -2.15527
H 2.40325 3.50691 -1.40449
H -0.47399 -2.04766 5.52569
H -8.01045 0.12145 -1.71012
H -3.41910 2.09984 4.61443
H 1.93629 0.54283 -6.58518
H -2.14488 -1.85067 -0.64357
H 2.74452 4.95165 0.63019
H 4.22669 -1.18378 -5.93852
H 1.84321 -5.02790 -2.49638
H 1.98213 2.62849 7.72502
H 0.70412 0.38346 7.29369
H 3.29335 -2.61367 -5.20161
H -2.58704 4.56569 -2.12375
H 0.14631 -5.68493 -2.63660
H 2.69040 -1.87124 -6.71002
H 6.13070 -1.69207 -1.32786
H -0.37162 3.41169 -2.17686
H 0.91722 -5.67805 -1.07526
H 5.16352 -0.32561 1.02785
H 0.52560 2.04584 2.86728
H -4.66401 3.27373 -2.05728
H -0.64052 -3.38421 3.41069
H 2.82358 0.91555 1.15528
H 2.71310 2.36689 6.06761
H -6.73108 -1.01710 -1.21193
H 0.98861 2.84252 6.15993
H -2.27995 1.58002 3.41638
H -7.77384 -0.82073 -3.84531
H -6.27818 1.67392 -2.28768
H -1.91041 2.83836 4.52314
H 5.09834 -3.01547 -1.77861
*
```

Values from the calculation:
⟨S²⟩ = 0.75
Highest occupied orbital energy (spin up / spin down) = -0.543 / -0.543 Eh
Energy = -99506.32184 eV

Löwdin population analysis, charges in e, atoms 1 to 2: Sb 1.428; Ti 0.893